Density functional theory data (wB97M-V/def2-TZVPD) for a structure of composition C15H37IrN4O5S in a non-equilibrium geometry.

Values from the calculation:
- total charge = +3
- <S²> = 0.757
- ΔE to the lowest compared entry with this formula, charge and spin (kcal/mol) = 90.52
- LUMO energy (spin up / spin down) (eV) = -11.080 / -13.644
- max |F| (eV Å⁻¹) = 6.19
- 2S+1 = 2

Last column: Löwdin spin population.
CARTESIAN COORDINATES (ANGSTROEM)
Ir 0.13779 0.07719 -0.10376  0.00
C -0.80354 -3.58714 0.80632  0.00
C -0.65008 -3.03119 -0.60461  0.00
N 0.45457 -2.07554 -0.80553  0.00
C 1.81379 -2.52602 -0.47315  0.00
C 2.27677 -1.94229 0.84027  0.00
N 2.13713 -0.48229 0.79101  0.00
C 2.70668 0.23549 1.93989  0.00
C 1.70214 0.60038 3.01678  0.00
C 0.82512 1.76900 2.61193  0.00
N -0.24513 1.46913 1.63213  0.00
C -1.55613 1.11005 2.22292  0.00
C -1.59283 -0.33783 2.64988  0.00
N -1.25773 -1.19712 1.50794  0.00
C -0.92946 -2.56321 1.94280  0.00
H 0.02737 -4.25361 1.04110  0.00
H -1.69336 -4.21563 0.78010  0.00
H -1.56596 -2.53592 -0.93153  0.00
H -0.50023 -3.88736 -1.26910  0.00
H 0.43482 -1.78952 -1.78406  0.00
H 2.49064 -2.18205 -1.25634  0.00
H 1.87031 -3.61489 -0.43567  0.00
H 3.32392 -2.21814 0.99292  0.00
H 1.71828 -2.33448 1.68759  0.00
H 2.61331 -0.14100 -0.05564  0.00
H 3.18748 1.14241 1.57032  0.00
H 3.47391 -0.39326 2.39609  0.00
H 2.26703 0.91219 3.89630  0.00
H 1.12172 -0.27635 3.30510  0.00
H 1.46344 2.54661 2.19003  0.00
H 0.35753 2.18127 3.50902  0.00
H -0.40182 2.32147 1.09853  0.00
H -2.32149 1.29464 1.46599  0.00
H -1.77461 1.74486 3.08415  0.00
H -2.58549 -0.57202 3.04348  0.00
H -0.88191 -0.52364 3.45201  0.00
H -2.06363 -1.24079 0.89311  0.00
H -1.69956 -2.91423 2.63673  0.00
H -0.01349 -2.51055 2.52936  0.00
C -0.54137 4.00881 -1.50349  0.19
O -1.21071 2.95729 -0.98979  0.37
C -2.36322 2.48023 -1.69898  0.02
C -2.15556 1.06931 -2.23634  0.02
O -2.14247 0.08127 -1.18994  0.00
C -3.49275 -0.32617 -0.88848  0.00
H -1.03984 4.52611 -2.32590  0.01
H 0.55280 3.52763 -1.98780  0.11
H -0.14528 4.66490 -0.72402  0.03
H -2.62176 3.15098 -2.51848  0.00
H -3.17893 2.49129 -0.97279  0.01
H -1.20932 0.99831 -2.76502  0.00
H -2.97074 0.86059 -2.93103  0.00
H -4.16032 0.53489 -0.84039  0.00
H -3.52004 -0.83459 0.07273  0.00
H -3.85170 -1.00951 -1.65881  0.00
C 2.74269 0.69492 -4.21224  0.00
S 2.32420 0.95672 -2.52516  0.00
O 2.30731 2.44332 -2.36186  0.17
O 3.33039 0.33940 -1.69553  0.03
O 0.96198 0.36868 -2.26957  0.01
H 3.74278 1.11022 -4.33989  0.00
H 2.02695 1.22150 -4.84020  0.00
H 2.74762 -0.37471 -4.41142  0.00

Forces on atoms 1 to 6 (eV/Å):
Ir 0.330 -5.394 3.018
C 0.127 0.212 -0.057
C -0.229 -0.257 0.278
N -0.536 2.189 -1.055
C 0.416 -0.027 0.121
C -0.177 -0.479 0.059



Density functional theory data (wB97M-V/def2-TZVPD) for the molecule C19H19N5O3S in a non-equilibrium geometry.

Values from the calculation:
- total charge = 0
- ΔE to the lowest compared entry with this formula, charge and spin (kcal/mol) = 1.19
- LUMO energy (eV) = 0.366
- max |F| (eV Å⁻¹) = 1.20

Last column: natural (NBO) charge in e.
CARTESIAN COORDINATES (ANGSTROEM)
C -3.28894 -1.67552 -2.58514  -0.62
C -3.80976 -1.72126 -1.15177  -0.22
N -2.95060 -0.99660 -0.25115  -0.36
C -1.77844 -1.46307 0.26567  0.18
S -1.12441 -3.01990 -0.13048  0.28
C 0.19269 -3.15834 1.12227  -0.60
C 1.49839 -2.48774 0.68330  0.66
O 2.43457 -3.14818 0.28988  -0.61
N 1.44966 -1.14539 0.80832  -0.63
C 2.43627 -0.20395 0.50187  0.15
C 2.09688 1.14300 0.63736  -0.24
C 3.03136 2.12198 0.37739  -0.23
C 4.31510 1.78170 -0.03151  0.18
C 4.64414 0.43457 -0.20419  0.30
C 3.70891 -0.55338 0.07348  -0.30
O 5.88061 0.04072 -0.64777  -0.50
C 6.63589 1.09163 -1.20502  -0.10
C 6.55387 2.33028 -0.31362  -0.10
O 5.22397 2.79128 -0.24663  -0.49
N -1.26155 -0.58717 1.09375  -0.36
N -2.08560 0.46400 1.13904  -0.26
C -3.09512 0.23890 0.33728  0.31
C -4.18588 1.17873 0.16315  -0.13
C -4.54244 1.99352 1.24116  -0.13
C -5.57542 2.89744 1.08695  -0.25
C -6.22497 2.95379 -0.13942  0.04
N -5.87582 2.21072 -1.17434  -0.41
C -4.88000 1.35736 -1.03417  0.04
H -3.19412 -0.64956 -2.93427  0.21
H -2.31364 -2.15249 -2.64414  0.22
H -3.97561 -2.20558 -3.23853  0.22
H -3.84282 -2.76154 -0.81114  0.22
H -4.81286 -1.29398 -1.08341  0.22
H 0.36546 -4.22897 1.22830  0.26
H -0.19333 -2.73343 2.04740  0.25
H 0.55535 -0.74283 1.11169  0.44
H 1.10152 1.41385 0.95582  0.22
H 2.79125 3.16689 0.48993  0.23
H 3.98859 -1.58475 -0.05554  0.26
H 7.66118 0.72780 -1.28711  0.20
H 6.25193 1.34188 -2.20396  0.18
H 7.14786 3.15147 -0.71763  0.20
H 6.91386 2.07359 0.69256  0.18
H -4.00215 1.89926 2.17048  0.24
H -5.87548 3.54082 1.89895  0.22
H -7.05401 3.62786 -0.30782  0.20
H -4.61734 0.81563 -1.93214  0.19

Forces on atoms 1 to 6 (eV/Å):
C -0.115 0.005 0.200
C -0.286 -0.244 -0.516
N 0.580 0.279 0.595
C 0.005 0.088 0.104
S 0.124 -0.347 -0.116
C -0.127 0.069 -0.181



Density functional theory data (wB97M-V/def2-TZVPD) for a cluster of 2 separate species, C10H10N2 in total in a non-equilibrium geometry.

Values from the calculation:
- total charge = 0
- ΔE to the lowest compared entry with this formula, charge and spin (kcal/mol) = 90.11
- LUMO energy (eV) = 0.346
- max |F| (eV Å⁻¹) = 5.74

Last column: natural (NBO) charge in e.
CARTESIAN COORDINATES (ANGSTROEM)
C 0.14677 -0.46149 -1.01727  -0.19
C 1.41866 -1.18832 -0.74203  -0.26
C 1.62080 -2.42472 -1.18982  -0.02
N 0.75053 -3.14646 -1.90643  -0.40
C -0.42952 -2.54381 -2.10003  0.03
C -0.65069 -1.18774 -1.84209  -0.28
H -0.25580 0.46520 -0.39224  0.28
H 2.25548 -0.64146 -0.08121  0.21
H 2.56009 -2.89370 -0.89661  0.19
H -1.11328 -3.08081 -2.77435  0.19
H -1.63348 -0.77335 -2.37656  0.22
C -1.48994 0.99094 1.34784  -0.19
C -0.22861 0.37376 1.29705  -0.28
C 0.96552 1.15277 1.32755  0.05
N 0.92121 2.43331 1.47018  -0.41
C -0.25791 3.05269 1.53224  0.02
C -1.49330 2.42134 1.48237  -0.24
H -2.34423 0.30250 1.45098  0.23
H -0.01989 -0.62629 1.15781  0.23
H 1.90976 0.62781 1.25635  0.19
H -0.23951 4.16394 1.51561  0.20
H -2.39264 2.98388 1.48068  0.22

Forces on atoms 1 to 6 (eV/Å):
C 1.905 -0.461 0.432
C -0.713 5.190 2.339
C 1.133 -1.607 -0.266
N -1.437 0.058 0.713
C 1.667 -0.317 -2.145
C -3.786 0.427 -1.410



Density functional theory data (wB97M-V/def2-TZVPD) for a cluster of 2 separate species, CH2N3O in total in a non-equilibrium geometry.

Values from the calculation:
- total charge = +1
- ΔE to the lowest compared entry with this formula, charge and spin (kcal/mol) = 19.27
- LUMO energy (eV) = -5.847
- max |F| (eV Å⁻¹) = 3.36

Last column: natural (NBO) charge in e.
CARTESIAN COORDINATES (ANGSTROEM)
C -0.02966 -0.66903 -0.10690  0.96
N 2.31931 1.36076 0.01737  0.24
N 1.42537 0.71657 -0.02687  -0.09
N -1.10844 -0.04174 0.03404  -0.79
O 0.51669 -1.66418 -0.11918  -0.29
H -1.16088 0.89294 -0.23836  0.46
H -1.96240 -0.59532 0.43989  0.51

Forces on atoms 1 to 6 (eV/Å):
C 0.160 -3.328 0.430
N -1.695 -1.328 -0.062
N 2.256 2.305 -0.034
N -2.862 -1.016 1.323
O 0.693 0.070 -0.260
H -0.547 1.867 -0.270



Density functional theory data (wB97M-V/def2-TZVPD) for a structure of composition C42H45CdN10O3 in a non-equilibrium geometry.

Values from the calculation:
- total charge = +1
- LUMO energy (eV) = -7.852
- max |F| (eV Å⁻¹) = 4.71

Last column: Mulliken charge in e.
CARTESIAN COORDINATES (ANGSTROEM)
Cd -11.69025 -1.14170 -2.92989  1.17
N -11.69406 -3.93995 -6.64790  1.03
O -11.44700 -3.19562 -5.65856  -0.53
O -12.18790 -3.36048 -7.59229  -0.55
O -11.38009 -5.09251 -6.67349  -0.53
N -16.91924 -4.58691 -8.19623  0.01
C -17.04184 -5.73830 -7.37407  -0.61
C -18.27755 -5.65701 -6.70937  -0.12
C -18.83968 -4.43407 -6.92395  -0.45
C -17.96147 -3.79522 -7.85630  -0.51
H -16.17246 -4.41235 -8.85345  0.21
H -16.29459 -6.51741 -7.34251  0.39
H -18.73406 -6.44763 -6.13237  0.39
H -19.83202 -4.18700 -6.57666  0.39
H -18.02576 -2.89768 -8.45354  0.42
N -9.55350 -5.96427 -10.73781  0.04
C -9.65290 -7.12364 -11.53256  -0.46
C -8.78158 -7.07762 -12.58978  -0.38
C -8.14036 -5.83604 -12.44993  -0.36
C -8.53877 -5.21809 -11.30684  -0.51
H -9.97767 -5.77454 -9.84106  0.20
H -10.40896 -7.85609 -11.29113  0.37
H -8.65940 -7.81647 -13.36798  0.38
H -7.37853 -5.51085 -13.14294  0.38
H -8.26030 -4.29499 -10.82028  0.41
N -3.51228 -4.85747 -6.97693  0.00
C -4.17672 -3.74772 -6.67023  -0.54
C -5.46577 -3.99712 -6.75100  -0.33
C -5.73181 -5.30553 -7.06863  -0.52
C -4.44792 -5.85625 -7.11965  -0.39
H -2.50543 -4.90685 -6.91433  0.21
H -3.64975 -2.81152 -6.55962  0.37
H -6.21806 -3.22279 -6.72143  0.42
H -6.62656 -5.76750 -7.45901  0.40
H -4.06285 -6.83092 -7.38067  0.38
N -14.60512 -3.32045 -1.89589  -0.31
C -14.71248 -4.62680 -2.29082  -0.23
C -15.68409 -5.55346 -1.92576  -0.52
C -16.86591 -5.02237 -1.59213  -0.19
C -17.01852 -3.66360 -1.20328  -0.38
C -15.81509 -2.90587 -1.33207  -0.29
H -13.87327 -4.90370 -2.91166  0.47
H -15.80427 -6.60638 -2.13391  0.35
H -17.69348 -5.63231 -1.26121  0.37
H -17.92008 -3.27392 -0.75413  0.41
H -15.72539 -1.97155 -0.79786  0.36
N -9.11603 -2.80558 -0.57831  -0.37
C -7.95190 -3.22518 -1.09868  -0.15
C -6.88943 -3.75571 -0.41261  -0.47
C -6.98730 -3.89823 0.98955  -0.21
C -8.17707 -3.49498 1.54141  -0.49
C -9.17741 -2.89032 0.76422  -0.22
H -7.84854 -3.40603 -2.15840  0.42
H -6.07359 -4.12772 -1.01462  0.38
H -6.14764 -4.21929 1.58812  0.42
H -8.33989 -3.71399 2.58636  0.36
H -10.14207 -2.48264 1.02810  0.39
N -9.47649 1.03319 -10.76449  -0.53
C -8.38544 1.52750 -11.36963  -0.21
C -8.08774 1.34186 -12.71643  -0.34
C -8.95587 0.47382 -13.41155  -0.12
C -9.96168 -0.19004 -12.77261  -0.43
C -10.26095 0.13391 -11.44519  -0.22
H -7.84465 2.20666 -10.72724  0.36
H -7.23573 1.78989 -13.20609  0.38
H -8.59233 0.40945 -14.42648  0.34
H -10.58620 -0.87683 -13.32459  0.37
H -11.14920 -0.28917 -10.99975  0.40
N -8.75730 0.77998 -3.87264  -0.24
C -8.20910 0.79060 -5.14335  -0.36
C -6.89542 1.19784 -5.39988  -0.39
C -6.23472 1.80078 -4.40153  -0.10
C -6.74483 1.92782 -3.16130  -0.42
C -7.97461 1.35791 -2.87682  -0.28
H -8.75861 0.45630 -6.01092  0.41
H -6.42917 1.06885 -6.36548  0.40
H -5.30381 2.23448 -4.73574  0.34
H -6.21295 2.51576 -2.42793  0.38
H -8.33592 1.42635 -1.86135  0.34
N -9.31586 -9.01882 -0.56153  -0.54
C -8.89133 -8.65468 -1.80276  -0.30
C -9.74029 -8.70350 -2.85267  -0.17
C -11.03879 -9.20481 -2.72553  -0.45
C -11.34427 -9.74074 -1.44730  -0.38
C -10.49710 -9.48782 -0.34833  -0.12
H -7.85058 -8.37250 -1.86296  0.41
H -9.39005 -8.41046 -3.83137  0.40
H -11.56444 -9.46087 -3.63356  0.44
H -12.31790 -10.14726 -1.21668  0.34
H -10.72111 -9.81237 0.65710  0.38
N -13.93844 0.96957 -4.80089  -0.21
C -14.92721 0.50927 -5.61759  -0.22
C -15.93627 1.16122 -6.30717  -0.44
C -15.92872 2.55016 -6.23726  -0.17
C -14.84126 3.15059 -5.64018  -0.44
C -13.95269 2.35897 -4.86752  -0.27
H -14.99585 -0.56431 -5.71313  0.34
H -16.67800 0.62273 -6.87837  0.41
H -16.75431 3.04801 -6.72403  0.37
H -14.94045 4.22569 -5.66709  0.34
H -13.24051 2.95486 -4.31606  0.33

Forces on atoms 1 to 6 (eV/Å):
Cd 0.069 -0.163 -0.789
N 0.116 2.246 -0.375
O 0.514 -0.584 1.834
O -1.015 0.183 -1.417
O 0.400 -1.554 0.560
N -0.602 -2.217 2.817



Density functional theory data (wB97M-V/def2-TZVPD) for a structure of composition C7H13N2S3 in a non-equilibrium geometry.

Values from the calculation:
- total charge = +1
- ΔE to the lowest compared entry with this formula, charge and spin (kcal/mol) = 9.84
- LUMO energy (eV) = -4.640
- max |F| (eV Å⁻¹) = 5.35

Last column: natural (NBO) charge in e.
CARTESIAN COORDINATES (ANGSTROEM)
C -1.32799 -0.49958 -0.02183  -0.18
C -0.44262 -1.72337 0.07442  0.30
C -0.73373 0.86437 0.35807  -0.38
C 0.54344 0.87348 -0.42012  -0.08
C 1.61037 -0.59813 -0.05801  -0.07
C -1.21176 -2.95800 0.24959  -0.67
C -1.66544 1.92614 0.02096  -0.63
N 0.84503 -1.63089 0.19326  -0.49
N 1.30613 2.08278 -0.14776  -0.74
S -2.83261 -0.61855 -0.52790  0.24
S 2.87377 -0.84765 -1.35306  0.00
S 2.63361 -0.16474 1.36743  0.05
H -0.38420 0.87251 1.34775  0.23
H 0.38386 0.83771 -1.56721  0.24
H -1.96783 -2.78235 0.96948  0.24
H -0.59146 -3.90555 0.56365  0.26
H -1.61866 -3.22057 -0.75634  0.27
H -1.85406 1.98237 -1.11384  0.24
H -1.32615 2.99268 0.24399  0.20
H -2.64034 1.93145 0.41660  0.27
H 0.61094 2.84716 0.14854  0.47
H 2.10074 2.11313 -0.81680  0.48
H 1.68681 2.08243 0.82213  0.44
H 2.24267 -1.90178 -2.15706  0.20
H 1.75948 -0.55503 2.16405  0.12

Forces on atoms 1 to 6 (eV/Å):
C 0.446 0.136 0.115
C 1.445 1.564 1.062
C 0.507 -2.381 -1.351
C 1.643 -2.324 -2.582
C -0.030 5.042 -0.972
C 2.015 -3.229 -0.828